(1)
The molecule C9H6FNOS in a non-equilibrium geometry, computed with ωB97M-V/def2-TZVPD.

Each line ends with the Mulliken charge.
CARTESIAN COORDINATES (ANGSTROEM)
C (-3.10, -0.11, -0.05)  0.490
C (-2.38, 0.87, -0.82)  -0.841
C (-1.03, 0.87, -0.80)  -0.551
C (-0.28, -0.12, -0.15)  0.120
C (-0.98, -1.12, 0.67)  -0.359
C (-2.39, -1.16, 0.75)  -0.744
C (3.48, -0.65, -0.16)  -0.436
C (3.31, 0.61, 0.24)  -0.934
C (1.84, 0.97, 0.34)  0.722
H (-2.78, 1.66, -1.34)  0.419
H (-0.46, 1.36, -1.27)  0.901
H (-0.49, -1.83, 1.18)  0.512
H (-2.95, -1.89, 1.30)  0.444
H (4.35, -0.97, -0.37)  0.598
H (3.86, 1.35, 0.55)  0.556
N (1.10, -0.13, -0.17)  0.019
O (1.31, 2.04, 0.63)  -0.599
F (-4.39, -0.23, -0.04)  -0.292
S (2.02, -1.52, -0.49)  -0.025

Calculated values
maximum force	13.065	eV/Å
highest occupied orbital energy	-0.3060	Eh
structure (SMILES)	O=c1ccsn1-c1ccc(F)cc1
HOMO-LUMO gap	0.3243	Ha



(2)
C9H6InN2O4 as an isolated structure in a non-equilibrium geometry, computed with ωB97M-V/def2-TZVPD.

Each line ends with the Mulliken charge.
CARTESIAN COORDINATES (ANGSTROEM)
O (-0.42, -1.96, -3.00)  0.003
C (0.11, -2.09, -2.03)  0.177
In (0.56, -2.39, 0.49)  1.128
O (5.54, -0.99, -2.81)  -0.090
C (4.61, -1.15, -2.17)  0.091
C (0.15, -4.66, 0.64)  0.252
O (0.11, -5.81, 0.71)  0.007
C (2.35, -1.80, 1.87)  0.257
O (3.01, -1.65, 2.79)  0.005
N (-2.27, 3.52, 0.33)  -0.202
C (-1.56, 2.37, 0.29)  1.124
C (-2.17, 1.18, 0.70)  -0.619
C (-1.47, -0.01, 0.67)  -0.230
N (-0.19, -0.10, 0.22)  -0.269
C (0.42, 1.03, -0.21)  -0.487
C (-0.23, 2.27, -0.18)  -0.450
H (-3.22, 3.50, 0.68)  0.286
H (-1.87, 4.39, 0.05)  0.285
H (-3.21, 1.15, 1.05)  0.377
H (-1.99, -0.92, 1.02)  0.399
H (1.45, 0.94, -0.58)  0.550
H (0.27, 3.18, -0.54)  0.408

Calculated values
maximum force	6.360	eV/Å
net charge	+3
highest occupied orbital energy (alpha / beta)	-0.7615 / -0.7141	Eh
HOMO-LUMO gap (alpha / beta)	0.2799 / 0.1744	Ha



(3)
The molecule C9H6N2 in a non-equilibrium geometry, computed with ωB97M-V/def2-TZVPD.

Each line ends with the Mulliken charge.
CARTESIAN COORDINATES (ANGSTROEM)
C (2.90, -0.68, -0.10)  -0.001
C (1.74, 0.10, 0.13)  -0.127
C (1.70, 1.55, 0.20)  -0.388
C (-0.38, 0.84, -0.06)  -0.098
C (-1.76, 0.67, -0.39)  -0.435
C (-2.40, -0.55, -0.34)  -0.285
C (-1.56, -1.73, 0.16)  -0.439
C (-0.17, -1.40, 0.28)  -0.232
C (0.39, -0.23, -0.02)  1.151
H (2.48, 2.25, -0.13)  0.373
H (0.19, 2.84, -0.10)  0.216
H (-2.53, 1.65, -0.22)  0.144
H (-3.58, -0.81, -0.50)  0.252
H (-1.96, -2.77, 0.66)  0.248
H (0.61, -2.25, 0.72)  0.170
N (3.79, -1.47, -0.44)  -0.541
N (0.53, 1.98, 0.15)  -0.008

Calculated values
maximum force	8.485	eV/Å
highest occupied orbital energy	-0.3047	Eh
structure (SMILES)	N#Cc1c[nH]c2ccccc12
HOMO-LUMO gap	0.3238	Ha



(4)
The molecule C9H6O in a non-equilibrium geometry, computed with ωB97M-V/def2-TZVPD.

Each line ends with the Mulliken charge.
CARTESIAN COORDINATES (ANGSTROEM)
C (1.33, 1.70, -0.04)  -0.267
C (0.27, 0.70, -0.10)  0.766
C (-1.01, 1.23, 0.17)  -0.388
C (-2.19, 0.58, -0.07)  -0.709
C (-2.03, -0.86, -0.21)  -0.194
C (-0.79, -1.46, -0.12)  -0.825
C (0.39, -0.70, -0.13)  0.573
C (1.72, -1.31, 0.00)  -0.527
C (2.92, -1.62, 0.10)  0.013
H (0.83, 2.68, 0.26)  0.223
H (-1.02, 2.23, 0.63)  0.242
H (-3.19, 1.07, 0.07)  0.322
H (-2.92, -1.44, -0.32)  0.416
H (-0.75, -2.51, -0.22)  0.422
H (3.94, -1.90, 0.33)  0.406
O (2.49, 1.61, -0.35)  -0.473

Calculated values
maximum force	3.103	eV/Å
highest occupied orbital energy	-0.3381	Eh
structure (SMILES)	C#Cc1ccccc1C=O
HOMO-LUMO gap	0.3218	Ha



> Among the records above, which one has the lowest maximum force?

C9H6O